The following is a quantum chemistry calculation of a molecular structure, C29H54N3OOsP2, from OMol25.

Each line ends with the Mulliken charge.
Element x y z (Å)
C -1.06890 -2.43869 -0.98672  0.188
C 1.19655 -1.79450 -1.02323  0.305
C -0.83141 -3.56941 -1.76158  -0.838
C 1.46888 -2.90098 -1.85074  -1.070
C 0.48057 -3.82740 -2.15618  -0.965
H -1.68286 -4.18751 -2.04745  0.611
H 2.48884 -3.02451 -2.19344  0.636
H 0.71064 -4.74752 -2.69864  0.485
N -0.04654 -1.73559 -0.46536  0.744
P -2.56782 -0.79215 0.69658  0.670
P 2.36447 0.52418 0.47065  1.412
C -2.46767 -1.88044 -0.80243  -1.399
H -2.72918 -1.29385 -1.69894  0.568
H -3.18150 -2.71317 -0.75757  0.664
C -0.26609 1.53401 1.83788  0.647
O -0.19569 2.52544 2.47430  -0.591
C 2.13595 -0.71284 -0.81191  -1.830
H 3.14720 -1.08873 -1.02047  1.072
C 3.72473 1.51722 -0.70431  1.945
C 3.37405 0.54180 2.27056  1.976
C -3.83375 0.60440 0.32240  2.242
C -3.38018 -2.13948 1.84038  0.907
C 3.19837 2.94928 -0.67556  -1.392
H 3.18775 3.38745 0.33032  0.301
H 3.82880 3.58549 -1.31983  0.513
H 2.17317 2.98536 -1.06922  0.059
C 5.20508 1.42202 -0.31504  -2.082
H 5.45420 1.76214 0.69275  0.450
H 5.58597 0.39899 -0.44897  0.425
H 5.79013 2.04684 -1.01288  0.459
C 3.70826 1.02695 -2.15187  -1.734
H 4.14125 1.79974 -2.80782  0.590
H 4.27286 0.09856 -2.30763  0.402
H 2.67932 0.83762 -2.47753  0.050
C 3.74045 1.99501 2.61026  -1.649
H 2.82600 2.60126 2.70054  0.337
H 4.24496 2.01214 3.59092  0.524
H 4.39906 2.49757 1.89935  0.309
C 2.52511 0.07041 3.44480  -2.174
H 1.61909 0.68202 3.57137  0.340
H 2.28292 -0.99844 3.37185  0.426
H 3.11215 0.18407 4.37088  0.711
C 4.53800 -0.43515 2.15797  -1.550
H 5.29800 -0.16187 1.42596  0.279
H 5.04042 -0.50905 3.13507  0.483
H 4.15747 -1.43197 1.89732  0.405
C -3.50190 -1.51312 3.23973  -1.410
H -3.98531 -2.24311 3.90893  0.543
H -2.52919 -1.26065 3.68788  0.256
H -4.11577 -0.59864 3.23126  0.305
C -2.50528 -3.41425 1.87413  -1.518
H -2.47767 -3.90717 0.89165  0.337
H -1.47464 -3.24413 2.20956  0.211
H -2.96513 -4.11655 2.58944  0.645
C -4.77719 -2.63990 1.39592  -1.489
H -4.95833 -3.60588 1.89740  0.486
H -5.59327 -1.97800 1.70821  0.439
H -4.85589 -2.82908 0.31696  0.274
C -3.63118 1.07651 -1.12780  -2.032
H -4.01425 0.34827 -1.85472  0.434
H -4.18740 2.01738 -1.27498  0.594
H -2.57189 1.27923 -1.34487  0.246
C -3.52298 1.77859 1.26715  -1.526
H -2.58029 2.27103 1.00192  0.267
H -4.32357 2.53051 1.18973  0.544
H -3.46205 1.46161 2.31654  0.283
C -5.31208 0.23365 0.52364  -1.823
H -5.63741 -0.58817 -0.12508  0.379
H -5.54709 -0.00121 1.57006  0.322
H -5.92639 1.11139 0.26160  0.547
Os -0.30257 0.00604 0.80618  0.826
N -0.07712 0.87161 -0.93110  -0.356
C 0.72810 0.86245 -1.85662  0.082
C 0.33777 1.63170 -3.19150  1.910
C 1.43932 1.71310 -4.23141  -1.907
C -0.81834 0.85519 -3.82233  -1.285
C -0.00123 3.06911 -2.77400  -1.573
H 2.24733 2.38344 -3.91988  0.337
H 1.83691 0.72322 -4.48150  0.405
H 1.01709 2.13957 -5.15055  0.535
H -1.76895 1.03413 -3.31117  0.129
H -0.95605 1.13423 -4.87579  0.490
H -0.59887 -0.22186 -3.80662  0.376
H -0.53045 3.59587 -3.57804  0.429
H -0.62797 3.10837 -1.87445  0.248
H 0.92633 3.61448 -2.55301  0.447
N -0.10060 -1.29621 2.44741  -0.652
H -0.99022 -1.55614 2.88512  -0.203
H 0.47851 -0.89053 3.18428  0.140
H 0.36810 -2.15278 2.13400  0.449

- calculated total energy (eV) = -58480.782
- spin multiplicity = 5
- LUMO level (spin up / spin down) (eV) = -9.71 / -12.13
- HOMO (spin up / spin down) (Eh) = -0.55337 / -0.66752
- total charge = +3